(1)
Molecular formula: C61H51CeI2N2O2P2S
Method: DFT, the ωB97M-V functional and the def2-TZVPD basis

Last column: Löwdin spin population.
Geometry (Å):
Ce1 -0.5096 -1.7415 1.1755  1.016
O1 0.8513 -0.7464 -0.3404  -0.005
S1 0.2529 0.8011 -0.4512  0.001
C1 1.7138 1.8447 -0.0655  0.000
C2 1.6115 3.0129 -0.7711  0.000
C3 2.7448 3.7997 -1.0889  0.000
C4 3.9909 3.3668 -0.6889  0.000
C5 5.3454 3.9714 -0.8877  0.000
C6 6.2617 3.2216 0.1091  0.000
C7 5.2974 2.2600 0.8707  0.000
C8 5.4141 1.4905 2.0214  0.000
C9 4.3092 0.7613 2.4946  0.000
C10 3.0492 0.8688 1.8923  0.000
P1 1.5942 0.3358 2.8678  -0.001
C11 1.6939 -1.4438 2.9559  -0.001
C12 0.8031 -2.2963 3.7724  -0.001
C13 1.0580 -3.6521 3.9603  0.000
C14 2.0879 -4.3092 3.2769  0.001
C15 2.8904 -3.5442 2.4279  0.000
C16 2.6709 -2.1476 2.1735  0.001
C17 1.9341 1.0393 4.5056  0.000
C18 2.4726 2.3265 4.5611  0.000
C19 2.6889 2.9941 5.7743  0.000
C20 2.3594 2.3274 6.9772  0.000
C21 1.8632 1.0205 6.9212  0.000
C22 1.6031 0.4141 5.7111  0.000
C23 2.9180 1.6205 0.6841  0.000
C24 4.0521 2.3129 0.2595  0.000
C25 0.2155 0.9238 -2.2094  0.000
C26 1.4396 0.8414 -2.9538  0.000
C27 1.4808 1.3761 -4.2299  0.000
C28 0.4744 2.2796 -4.6309  0.000
C29 0.3575 3.1653 -5.8428  0.000
C30 -1.0932 3.8007 -5.6200  0.000
C31 -1.6339 3.2015 -4.3706  0.000
C32 -2.9134 3.2741 -3.8270  0.000
C33 -3.2060 2.4393 -2.7106  0.000
C34 -2.2979 1.4903 -2.2112  0.000
P2 -2.9316 0.0091 -1.3498  -0.001
C35 -3.4307 -1.1755 -2.5908  0.000
C36 -4.1807 -2.2885 -2.2407  0.000
C37 -4.5262 -3.2431 -3.1712  0.000
C38 -4.1450 -3.0630 -4.4879  0.000
C39 -3.3992 -1.9592 -4.8564  0.000
C40 -3.0133 -1.0083 -3.9418  0.000
C41 -4.4520 0.6970 -0.7392  0.000
C42 -4.2941 1.5021 0.3949  0.000
C43 -5.4092 1.9339 1.0940  0.000
C44 -6.7048 1.4954 0.7128  0.000
C45 -6.8522 0.7741 -0.4618  0.000
C46 -5.7282 0.3246 -1.1619  0.000
C47 -0.9427 1.5102 -2.7440  0.000
C48 -0.6674 2.3570 -3.8561  0.000
H1 0.6808 3.3158 -1.2535  0.000
H2 2.5638 4.6944 -1.6926  0.000
H3 5.3723 5.0917 -0.7535  0.000
H4 5.6688 3.8097 -1.9229  0.000
H5 6.8029 3.8773 0.7637  0.000
H6 6.9738 2.5103 -0.3507  0.000
H7 6.3319 1.4061 2.5819  0.000
H8 4.4327 0.0460 3.3782  0.000
H9 0.0374 -1.9119 4.4414  0.000
H10 0.4172 -4.0916 4.7079  0.000
H11 2.1955 -5.3867 3.4258  0.000
H12 3.6752 -4.0337 1.8742  0.000
H13 3.2090 -1.6582 1.3542  0.000
H14 2.8792 2.8286 3.6870  0.000
H15 3.1253 4.0353 5.7826  0.000
H16 2.3633 2.7669 7.9428  0.000
H17 1.5618 0.4682 7.8121  0.000
H18 1.1589 -0.5712 5.7398  0.000
H19 2.2379 0.3714 -2.4352  0.000
H20 2.3908 1.1952 -4.7730  0.000
H21 0.3628 2.5718 -6.7870  0.000
H22 1.1910 3.8952 -5.8892  0.000
H23 -1.7007 3.5658 -6.5425  0.000
H24 -1.0445 4.8794 -5.6011  0.000
H25 -3.6000 4.0189 -4.2704  0.000
H26 -4.2116 2.4659 -2.2827  0.000
H27 -4.5563 -2.3233 -1.1991  0.000
H28 -5.1329 -4.1025 -2.8602  0.000
H29 -4.4171 -3.7838 -5.1997  0.000
H30 -3.0993 -1.7854 -5.8468  0.000
H31 -2.3560 -0.1485 -4.1923  0.000
H32 -3.2723 1.8160 0.7311  0.000
H33 -5.3030 2.5664 1.9625  0.000
H34 -7.5862 1.8839 1.2360  0.000
H35 -7.8257 0.5194 -0.8128  0.000
H36 -5.9049 -0.3129 -2.0361  0.000
I1 -1.7388 0.6018 3.2732  -0.001
C49 -2.2064 0.7323 5.5241  0.000
I2 -2.5361 -0.9132 6.7878  0.000
H37 -3.0593 1.4137 5.5820  0.000
H38 -1.2910 1.2514 5.8956  0.000
C50 0.7459 -4.3842 -0.8383  0.000
N1 -0.5228 -3.8809 -0.3440  -0.004
C51 -1.4235 -4.7923 0.0463  0.001
C52 -2.3932 -4.4627 1.0342  0.000
C53 -3.1365 -5.2629 1.9784  0.000
C54 -3.8391 -4.3670 2.7888  0.000
C55 -3.4561 -3.0957 2.3205  0.000
N2 -2.4874 -3.1219 1.4172  -0.004
C56 1.1767 -3.8205 -2.1944  0.000
C57 0.2615 -3.5923 -3.1934  0.000
C58 0.6931 -3.0138 -4.4042  0.000
C59 2.0434 -2.7826 -4.6748  0.000
C60 2.9657 -3.1489 -3.7077  0.000
C61 2.5286 -3.7382 -2.5124  0.000
H39 0.7188 -5.5120 -0.9229  0.000
H40 1.5357 -4.1051 -0.0947  0.000
H41 -1.5822 -5.7133 -0.5048  0.000
H42 -3.1636 -6.3745 1.9252  0.000
H43 -4.5265 -4.5787 3.5391  0.000
H44 -3.8750 -2.1164 2.6286  0.000
H45 -0.7784 -3.8679 -3.0929  0.000
H46 -0.0855 -2.7356 -5.0878  0.000
H47 2.3693 -2.4680 -5.6833  0.000
H48 4.0001 -2.8936 -3.8247  0.000
H49 3.2981 -4.0527 -1.8204  0.000
O2 3.1644 6.2832 5.0337  0.000
H50 2.2273 6.4600 4.8095  0.000
H51 3.5819 6.9960 4.5040  0.000

Values from the calculation:
Total charge   +2
Largest force on an atom   0.068 hartree/bohr
2S+1   2
Highest occupied orbital energy (alpha / beta)   -11.918 / -11.924 eV
E   -4765.9641 a.u.
Expectation value of S²   0.751

(2)
Molecular formula: C29H33FeO2Si
Method: DFT, the ωB97M-V functional and the def2-TZVPD basis

Last column: Löwdin spin population.
Geometry (Å):
C1 -3.4973 -1.1429 -2.3024  0.000
Si1 -3.2196 -1.5722 -0.4911  0.000
C2 -3.9073 -0.3680 0.7550  0.000
C3 -4.0026 -3.2743 -0.3032  0.000
C4 -1.3182 -1.6262 -0.1042  0.004
C5 -0.4621 -0.6146 0.1409  0.007
O1 -0.8058 -2.9374 0.0418  0.002
C6 -1.2435 -3.6928 1.1307  0.000
C7 -1.2379 -5.0781 0.9335  0.000
C8 -1.9746 -5.8572 1.8204  0.000
C9 -2.5983 -5.2755 2.9344  0.000
C10 -2.5412 -3.8926 3.1342  0.000
C11 -1.8020 -3.0853 2.2634  0.000
H1 -4.5760 -1.1571 -2.5232  0.000
H2 -3.1077 -0.1515 -2.5694  0.000
H3 -3.0149 -1.8837 -2.9593  0.000
H4 -5.0030 -0.4454 0.7648  0.000
H5 -3.5495 -0.5858 1.7700  0.000
H6 -3.6342 0.6674 0.5122  0.000
H7 -4.9541 -3.2831 -0.8560  0.000
H8 -3.3610 -4.0581 -0.7300  0.000
H9 -4.2217 -3.5364 0.7390  0.000
H10 0.5854 -0.7991 0.3722  0.004
H11 -0.8392 0.4023 0.2039  0.000
H12 -0.7388 -5.4715 0.0463  0.000
H13 -2.0402 -6.9318 1.6467  0.000
H14 -3.1545 -5.9054 3.6376  0.000
H15 -3.0596 -3.4304 3.9754  0.000
H16 -1.7418 -1.9990 2.3847  0.000
C12 -1.7410 5.5941 3.1565  0.003
O2 -1.0431 4.3872 3.5621  0.051
C13 -0.2691 3.7110 2.6766  0.118
C14 0.3461 2.5125 3.1368  -0.020
C15 1.0987 1.7514 2.2847  0.091
C16 1.3323 2.1663 0.9381  0.033
C17 2.1701 1.4057 0.1077  0.425
C18 2.8402 2.0019 -1.0405  0.088
C19 4.2846 2.2568 -1.2082  0.063
C20 4.5225 2.7132 -2.5565  0.041
C21 3.2396 2.7628 -3.2518  0.038
C22 2.2146 2.3634 -2.3202  0.050
Fe1 3.6141 0.9584 -2.5178  2.590
C23 2.8931 -0.8275 -2.0299  0.050
C24 4.2934 -0.6726 -1.6583  0.041
C25 5.0432 -0.3487 -2.8658  0.042
C26 4.1032 -0.2802 -3.9735  0.029
C27 2.7720 -0.5640 -3.4543  0.033
C28 0.7145 3.3795 0.4947  0.119
C29 -0.0586 4.1441 1.3404  -0.010
H17 -2.3561 5.8126 4.0314  0.000
H18 -1.0438 6.4242 2.9596  0.001
H19 -2.3769 5.4248 2.2740  0.001
H20 0.1878 2.2285 4.1759  -0.004
H21 1.5287 0.8045 2.6161  0.004
H22 2.5400 0.4433 0.4684  0.018
H23 4.9945 2.2073 -0.3845  0.008
H24 5.4775 3.0156 -2.9924  0.010
H25 3.0852 3.1285 -4.2689  0.010
H26 1.1352 2.3907 -2.4637  0.007
H27 2.0846 -1.1556 -1.3818  0.010
H28 4.7263 -0.8540 -0.6760  0.009
H29 6.1266 -0.2603 -2.9311  0.009
H30 4.3622 -0.1484 -5.0217  0.009
H31 1.8546 -0.6479 -4.0345  0.009
H32 0.8390 3.6834 -0.5441  0.010
H33 -0.5145 5.0728 0.9839  -0.004

Values from the calculation:
Total charge   -1
Largest force on an atom   0.042 hartree/bohr
2S+1   5
Energy above the lowest of the compared OMol25 structures with the same formula, charge and spin   14.9 kcal/mol
Highest occupied orbital energy (alpha / beta)   -0.935 / -2.779 eV
E   -2828.3187 a.u.
Expectation value of S²   6.132

(3)
Molecular formula: C29H30GdIN10O2S4Sb
Method: DFT, the ωB97M-V functional and the def2-TZVPD basis

Last column: Löwdin spin population.
Geometry (Å):
Gd1 0.5081 0.9788 1.2685  7.318
C1 3.2857 4.1412 -0.6607  0.000
C2 4.5236 3.6163 -0.6681  0.001
C3 4.7050 2.2399 -0.7366  0.000
C4 3.5776 1.3928 -0.7281  0.001
N1 2.3357 1.9169 -0.5180  -0.003
C5 2.2265 3.2530 -0.6813  0.002
N2 3.7107 0.0273 -0.7556  0.000
C6 3.1152 -0.8938 -0.0260  0.001
N3 2.2574 -0.6720 1.0514  -0.002
C7 2.1461 -1.8727 1.7194  0.002
N4 1.5874 -2.2395 2.8945  0.001
C8 0.8230 -1.5096 3.7416  0.000
C9 0.8609 -1.9591 5.0942  0.000
C10 0.1859 -1.3016 6.0705  0.001
C11 -0.5325 -0.1443 5.6683  0.000
C12 -0.5002 0.2474 4.3566  0.002
N5 0.1232 -0.4339 3.3496  -0.008
C13 2.9531 -2.9026 1.0427  0.000
C14 3.2504 -4.1851 1.3738  0.000
C15 4.1280 -4.9411 0.5468  0.000
C16 4.6713 -4.3152 -0.5260  0.000
C17 4.4453 -2.9526 -0.8029  0.000
C18 3.5097 -2.2826 -0.0461  0.000
H1 3.0567 5.1782 -0.5006  0.000
H2 5.4617 4.1059 -0.5092  0.000
H3 5.6940 1.7372 -0.7365  0.000
H4 1.1798 3.5461 -0.7096  0.000
H5 1.5076 -2.8607 5.3126  0.000
H6 0.1771 -1.7401 7.0967  0.000
H7 -1.2098 0.3946 6.3276  0.000
H8 -1.0557 1.1463 4.0883  0.001
H9 2.8421 -4.5426 2.2939  0.000
H10 4.4166 -5.9807 0.7216  0.000
H11 5.5190 -4.7364 -1.0878  0.000
H12 4.8882 -2.4443 -1.6968  0.000
S1 1.4150 6.1173 1.5409  0.002
Sb1 0.9241 4.2974 2.9431  -0.016
S2 2.5342 2.5305 2.7481  -0.117
S3 -1.0588 3.1900 2.2848  -0.164
S4 0.4014 5.2871 4.9851  -0.015
N6 -0.0794 -0.6128 -0.8654  0.001
C19 -0.7882 0.1152 -1.9142  0.000
C20 -0.1579 -0.2849 -3.3471  0.000
C21 -0.9911 0.0032 -4.6649  0.000
C22 -2.5299 -0.0515 -4.6720  0.000
N7 -3.0406 1.0428 -3.8735  0.000
C23 -4.2678 1.6123 -3.9833  0.000
N8 -4.5251 2.7559 -3.3543  0.000
N9 -5.2070 1.0834 -4.7882  0.000
C24 -0.8316 1.6354 -1.6544  0.001
O1 -1.2831 2.4246 -2.5315  0.000
O2 -0.4553 2.0955 -0.4984  -0.010
H13 0.8955 -0.7408 -1.1458  0.000
H14 -0.5098 -1.5910 -0.9395  0.000
H15 -1.8455 -0.2523 -1.9999  0.000
H16 0.1055 -1.3468 -3.2904  0.000
H17 0.7735 0.2511 -3.3276  0.000
H18 -0.6466 -0.6762 -5.3829  0.000
H19 -0.7191 0.9780 -5.0118  0.000
H20 -2.8708 -1.0501 -4.3542  0.000
H21 -2.7956 0.1279 -5.7637  0.000
H22 -2.3719 1.6823 -3.3637  0.000
H23 -3.8256 3.1515 -2.7773  0.000
H24 -5.4990 3.0100 -3.1997  0.000
H25 -5.1689 0.1815 -5.2541  0.000
H26 -5.9668 1.6634 -5.1171  0.000
I1 -4.5075 1.6216 1.1882  0.001
C25 -3.7062 -0.2897 1.4915  0.000
C26 -4.7323 -1.1383 2.0005  0.000
C27 -4.4143 -2.4640 2.2451  0.000
C28 -3.1124 -2.8865 1.9466  0.000
C29 -2.2130 -1.9229 1.4220  0.000
N10 -2.4414 -0.6034 1.2709  0.002
H27 -5.6939 -0.7444 2.3385  0.000
H28 -5.1877 -3.0678 2.7433  0.000
H29 -2.7085 -3.8253 2.2162  0.000
H30 -1.2710 -2.3204 1.0814  0.000

Values from the calculation:
Total charge   -1
Largest force on an atom   0.076 hartree/bohr
2S+1   8
Energy above the lowest of the compared OMol25 structures with the same formula, charge and spin   67.7 kcal/mol
Highest occupied orbital energy (alpha / beta)   -2.699 / -2.705 eV
E   -4717.6829 a.u.
Expectation value of S²   16.050